Computed, not measured: a molecular structure, C5H9NO, with ωB97M-V/def2-TZVPD.

## Properties
HOMO ... -8.1 eV
Maximum force ... 0.4 eV Å⁻¹
Energy relative to the best compared isomer or geometry (same formula, charge and spin) ... 271.8 kJ/mol
Total charge ... 0

Each line ends with the natural charge from an NBO analysis.
Atoms and positions in Å:
C -1.76360 0.48995 1.17132  -0.62
C -1.16370 -0.76323 0.54242  -0.04
N -1.08567 -0.67139 -0.96527  -0.60
C 0.29596 -0.49647 -0.76410  0.48
O 1.19943 -0.10483 -1.67131  -0.49
C 0.34371 -0.78052 0.54390  -0.45
C 2.30022 0.52832 -1.01163  -0.25
H -1.29645 1.38251 0.73223  0.21
H -1.55540 0.50862 2.24710  0.22
H -2.84976 0.54770 1.03151  0.20
H -1.66492 -1.67407 0.88304  0.19
H -1.61957 0.06982 -1.41500  0.36
H 1.11270 -1.12130 1.21612  0.22
H 3.12011 0.56614 -1.72684  0.20
H 2.62495 -0.01790 -0.11769  0.19
H 2.00198 1.53667 -0.69579  0.18

***

Computed, not measured: C5H9NO in the gas phase, with ωB97M-V/def2-TZVPD.

## Properties
HOMO ... -9.4 eV
Maximum force ... 0.6 eV Å⁻¹
Energy relative to the best compared isomer or geometry (same formula, charge and spin) ... 284.4 kJ/mol
SMILES string ... C[C@H]1CC/C1=N\O
Total charge ... 0

Each line ends with the natural charge from an NBO analysis.
Atoms and positions in Å:
C 1.93166 0.32562 0.13881  -0.61
C 0.68582 -0.11687 -0.61805  -0.25
C -0.01607 -1.50433 -0.42371  -0.39
C -1.36730 -0.78539 -0.12993  -0.47
C -0.58055 0.49919 -0.08042  0.23
N -0.69721 1.64333 0.44710  -0.15
O -1.95255 1.82640 1.01897  -0.57
H 2.86188 -0.06601 -0.28264  0.21
H 1.87543 0.05301 1.19863  0.21
H 1.96954 1.42005 0.09642  0.23
H 0.81193 0.08171 -1.68979  0.22
H -0.01804 -2.15008 -1.30650  0.21
H 0.35234 -2.07990 0.43070  0.21
H -1.89311 -1.04646 0.79302  0.23
H -2.08092 -0.82401 -0.96022  0.23
H -1.88285 2.72375 1.36760  0.47

***

Computed, not measured: 2 unconnected molecules or ions with the total composition C5H9NO, with ωB97M-V/def2-TZVPD.

## Properties
HOMO ... -9.0 eV
Maximum force ... 0.7 eV Å⁻¹
Energy relative to the best compared isomer or geometry (same formula, charge and spin) ... 331.5 kJ/mol
SMILES string ... C=CN=C.C=CO
Total charge ... 0

Each line ends with the natural charge from an NBO analysis.
Atoms and positions in Å:
C -0.76598 -0.68488 0.26015  -0.44
C -1.08063 -0.62067 1.55026  -0.05
N -0.41333 -1.29090 2.58858  -0.41
C -0.26075 -2.53521 2.48035  -0.04
H 0.14077 -1.16569 -0.08194  0.20
H -1.44270 -0.25773 -0.46180  0.21
H -1.94236 -0.03528 1.85091  0.20
H 0.29014 -3.06731 3.25478  0.17
H -0.61710 -3.13620 1.63839  0.15
C 1.77102 1.33349 -1.74177  -0.51
C 0.70104 2.03229 -2.09783  0.13
O -0.44433 1.99315 -1.35258  -0.68
H 2.60613 1.30161 -2.42537  0.21
H 1.83241 0.88443 -0.76058  0.21
H 0.76186 2.79219 -2.87099  0.17
H -1.13621 2.45669 -1.83058  0.48

***

Question: Which formula does entry 3 have?
Answer: C5H9NO